DFT (ωB97M-V with the def2-TZVPD basis set) results for 2 unconnected molecules or ions with the total composition C4H8O2 at a distorted geometry.

```
14
Properties=species:S:1:pos:R:3:forces:R:3
O -1.27765 -0.95727 -2.00187 0.248 0.027 0.058
C -1.60975 -1.35843 -0.91703 -0.753 -0.205 -0.261
C -1.83426 -0.49710 0.27003 0.206 1.468 0.529
H -1.85873 -2.43039 -0.78605 0.229 -0.073 0.071
H -2.77591 -0.63959 0.79967 0.058 -0.615 -0.051
H -1.81644 0.56433 0.01357 -0.053 -0.091 -0.514
H -0.99733 -0.52857 0.96953 -0.091 -0.623 0.119
C 2.23967 0.12044 -0.32899 0.139 0.509 -0.051
C 1.79668 1.15348 0.37336 -0.504 -0.054 -0.578
O 0.67207 1.05268 1.14185 -0.165 0.125 0.190
H 3.17995 0.25938 -0.84266 -0.185 -0.132 -0.319
H 1.65046 -0.77204 -0.47721 0.258 -0.267 0.391
H 2.16764 2.15670 0.19086 0.416 -0.045 0.606
H 0.46359 1.87636 1.59495 0.198 -0.024 -0.190
```
Forces are in eV/Å.

## Properties
- M (g mol⁻¹) = 88.106
- highest occupied orbital energy (eV) = -9.090
- energy relative to the best compared isomer or geometry (same formula, charge and spin) (kcal/mol) = 52.8
- SMILES string = C=CO.CC=O
- Kohn-Sham gap (eV) = 9.782

DFT (ωB97M-V with the def2-TZVPD basis set) results for a molecular structure, C26H37Cl2GeNO7Pb.

```
75
Properties=species:S:1:pos:R:3:forces:R:3
Pb -0.44676 -1.16939 -0.33080 -0.083 -0.048 -0.175
C -3.12813 -4.62175 1.37891 0.002 -0.023 -0.005
C -1.76102 -4.10250 0.95622 0.084 0.034 0.072
C -1.31733 -4.75542 -0.34422 0.027 -0.026 0.026
C -0.72763 -4.31575 2.05476 -0.001 -0.021 -0.003
O -1.87114 -2.68853 0.68515 -0.185 0.050 -0.079
Ge -2.61135 -1.32299 1.84797 0.166 0.013 -0.078
O -0.73690 -0.76334 1.88124 0.048 -0.237 0.104
C -0.08061 0.06431 2.87000 -0.065 0.090 -0.073
C -0.48675 -0.42604 4.25222 0.020 0.036 0.026
C 1.41580 -0.09606 2.66278 -0.006 0.012 0.012
C -0.52183 1.50494 2.64681 0.021 0.005 0.029
O -2.58985 -0.26867 0.24580 -0.052 0.085 0.241
C -3.75976 0.10690 -0.50843 0.077 -0.094 -0.073
C -4.36937 -1.13871 -1.14113 -0.046 0.031 -0.002
C -4.75202 0.79239 0.42021 -0.040 0.011 -0.020
C -3.27501 1.07439 -1.57801 -0.021 0.018 -0.004
H -3.08727 -5.69828 1.54733 0.002 -0.002 -0.004
H -3.86811 -4.42337 0.60231 -0.002 0.011 0.003
H -3.45667 -4.15294 2.30831 -0.004 0.007 -0.004
H -1.21552 -5.83361 -0.21919 -0.007 -0.002 -0.003
H -0.34060 -4.37201 -0.65543 0.002 0.005 -0.008
H -2.04480 -4.56633 -1.13458 0.002 0.013 -0.007
H -0.59625 -5.37805 2.26312 -0.009 -0.003 0.001
H -1.04192 -3.82493 2.97828 0.006 0.007 0.005
H 0.24070 -3.90610 1.75826 0.005 0.009 0.007
H -0.21805 -1.47558 4.37784 -0.013 -0.007 -0.007
H -1.55974 -0.31101 4.41631 -0.002 -0.012 -0.004
H 0.02967 0.15226 5.01934 0.005 -0.002 0.001
H 1.71972 -1.12814 2.84123 0.005 -0.006 -0.018
H 1.96951 0.54864 3.34678 -0.012 0.002 0.016
H 1.70739 0.16334 1.64290 -0.009 -0.003 0.016
H -1.60026 1.60325 2.78798 -0.003 0.008 -0.018
H -0.27820 1.82421 1.63003 0.005 0.011 -0.012
H -0.02207 2.17696 3.34627 -0.004 -0.005 0.006
H -4.69551 -1.84395 -0.37376 0.009 -0.011 0.001
H -3.63933 -1.64040 -1.78003 0.002 -0.016 0.005
H -5.23620 -0.87928 -1.75046 0.003 0.005 0.001
H -5.10194 0.11145 1.19822 0.005 0.000 0.008
H -5.62462 1.12792 -0.14174 0.002 0.002 0.002
H -4.29367 1.66134 0.89446 0.016 -0.010 0.011
H -2.55953 0.58173 -2.24295 -0.030 0.041 0.032
H -2.78979 1.93366 -1.11271 0.023 -0.009 -0.006
H -4.10449 1.43768 -2.18582 -0.008 -0.032 -0.008
O -0.49657 -0.54361 -3.64116 -0.191 0.206 -0.339
O -1.07992 0.06586 -4.49672 0.212 -0.203 0.287
Cl -0.02530 2.85455 -2.33136 -0.045 -0.018 -0.004
C 0.71560 3.29697 -0.83161 0.019 0.002 0.037
C 0.16950 4.30151 -0.05073 -0.010 0.008 -0.019
C 0.79660 4.65198 1.13505 0.003 -0.013 0.001
C 1.95657 4.01270 1.54462 -0.009 -0.010 0.005
C 2.49351 3.00699 0.75854 -0.031 0.001 -0.022
Cl 3.94367 2.20443 1.23229 0.006 0.018 0.013
C 1.87579 2.63984 -0.43621 0.082 -0.017 0.037
N 2.41350 1.58872 -1.22771 -0.097 -0.025 0.044
C 3.36545 1.77135 -2.13273 0.119 -0.025 -0.038
C 3.92782 3.06343 -2.36351 0.028 0.039 -0.044
C 4.98007 3.19898 -3.21888 -0.056 0.031 0.057
C 5.49832 2.06937 -3.87518 -0.006 -0.146 -0.031
C 4.93158 0.80614 -3.69381 0.097 0.122 -0.056
C 3.85627 0.62146 -2.85896 -0.162 -0.094 0.151
C 3.18248 -0.71303 -2.71250 0.121 0.217 -0.222
C 3.19153 -1.22144 -1.24992 -0.086 -0.078 0.242
O 4.16754 -1.79634 -0.83586 0.010 -0.156 -0.037
O 2.11659 -0.91618 -0.56904 0.072 0.171 -0.118
H -0.72934 4.80409 -0.37863 -0.004 -0.004 0.001
H 0.37503 5.43642 1.74848 0.002 0.006 -0.002
H 2.45052 4.28618 2.46615 0.002 0.005 0.003
H 2.15843 0.57725 -0.94363 -0.019 0.113 -0.105
H 3.52524 3.91441 -1.83090 0.010 -0.005 -0.001
H 5.42680 4.16914 -3.38423 -0.005 0.008 0.001
H 6.34321 2.18104 -4.54107 0.002 0.002 -0.002
H 5.33701 -0.04125 -4.22983 -0.008 -0.013 0.009
H 3.70544 -1.43363 -3.33701 0.010 -0.036 0.050
H 2.15428 -0.61958 -3.07569 0.001 -0.046 0.089
```
Forces are in eV/Å.

## Properties
- M (g mol⁻¹) = 826.298
- highest occupied orbital energy (alpha / beta) (eV) = -11.201 / -11.205
- charge = +1
- Kohn-Sham gap (alpha / beta) (eV) = 7.213 / 5.696
- ⟨S²⟩ = 1.785
- multiplicity = 2

DFT (ωB97M-V with the def2-TZVPD basis set) results for a molecular structure, C9H14BiN2P at a distorted geometry.

```
27
Properties=species:S:1:pos:R:3:forces:R:3
C -0.56688 0.05658 -3.75920 0.534 0.528 0.393
C -1.36843 1.08312 -3.14722 0.055 0.254 -0.219
C -0.49196 2.00677 -2.49217 -0.100 -0.576 -0.343
C 0.84987 1.55699 -2.70102 -0.078 -0.298 -0.800
C 0.81328 0.35752 -3.45903 -0.477 1.013 -0.744
Bi -0.75081 -0.52450 -1.03047 -0.201 0.856 -0.874
P -0.23429 -3.04973 -0.88597 -0.588 0.504 0.389
H -0.92147 -0.72298 -4.44499 0.129 0.357 0.429
H -2.46861 1.16996 -3.22761 0.854 -0.041 0.067
H -0.79222 2.94396 -2.00350 0.142 -0.585 -0.201
H 1.67706 -0.16763 -3.89062 -0.472 0.197 0.471
H 1.75877 2.10235 -2.40337 -0.569 -0.452 -0.027
H 1.03422 -3.51958 -1.41477 -0.975 -0.498 0.373
H -1.42722 -3.52884 -1.54517 1.248 -0.609 0.487
H -0.34843 -3.24256 0.53341 0.254 -0.762 -0.956
C -0.43453 0.98684 4.34268 -0.397 0.343 0.412
N 0.10425 0.39705 3.14357 1.150 -0.806 -0.337
C 1.26295 -0.41613 3.03417 -1.458 0.762 -0.874
C 1.41672 -0.68054 1.70485 -1.394 1.330 -0.341
N 0.43166 0.02744 0.97475 -0.817 -0.452 3.235
C -0.38410 0.58870 1.91083 1.808 -0.530 -0.926
H -0.72240 0.23149 5.07656 0.039 -0.018 -0.148
H 0.28081 1.66941 4.80903 -0.027 -0.096 -0.143
H -1.32666 1.56349 4.06368 0.267 -0.192 0.151
H 1.82420 -0.69424 3.88584 0.319 -0.223 0.602
H 2.09479 -1.33720 1.18604 0.225 0.214 0.075
H -1.31061 1.14228 1.73970 0.530 -0.220 -0.153
```
Forces are in eV/Å.

## Properties
- M (g mol⁻¹) = 390.179
- highest occupied orbital energy (eV) = -5.077
- energy relative to the best compared isomer or geometry (same formula, charge and spin) (kcal/mol) = 0.0
- Kohn-Sham gap (eV) = 5.466